9
Properties=species:S:1:pos:R:3:lowdin_charge:R:1 method="wB97M-V/def2-TZVPD" smiles="N#CC=C=N.N#N" largest_force_ev_per_a=1.9 de_lowest_kcal_mol=0.03 lumo_energy_ev=0.58 multiplicity=1 total_charge=0
N -2.743 0.165 -0.558 0.136
C -1.666 0.589 -0.498 -0.272
C -0.357 1.145 -0.446 -0.116
C 0.584 0.682 0.360 -0.189
N 1.501 0.214 1.005 0.176
H -0.122 1.993 -1.076 0.109
H 1.654 0.569 1.946 0.093
N 0.904 -3.041 -0.268 0.036
N 0.109 -2.295 -0.427 0.028

***

10
Properties=species:S:1:pos:R:3:lowdin_charge:R:1 method="wB97M-V/def2-TZVPD" smiles="O=c1ncncnn1" largest_force_ev_per_a=5.2 de_lowest_kcal_mol=52.65 lumo_energy_ev=-1.38 multiplicity=1 total_charge=0
O -2.427 -0.050 0.784 0.153
C -1.567 0.023 -0.035 -0.534
N -0.740 0.938 -0.616 0.137
C 0.465 1.235 -0.264 -0.179
N 1.302 0.449 0.543 0.107
C 1.048 -0.846 0.474 -0.205
N 0.288 -1.472 -0.426 0.068
N -0.942 -1.117 -0.705 0.162
H 0.819 2.391 -0.614 0.184
H 1.752 -1.550 0.858 0.108

***

10
Properties=species:S:1:pos:R:3:lowdin_charge:R:1 method="wB97M-V/def2-TZVPD" smiles="O=c1cncnnn1" largest_force_ev_per_a=4.0 de_lowest_kcal_mol=63.00 lumo_energy_ev=-1.13 multiplicity=1 total_charge=0
O 0.574 -0.911 1.946 0.168
C 0.618 -0.357 0.905 -0.464
C 0.732 -0.943 -0.380 -0.084
N -0.208 -0.566 -1.182 0.112
C -1.215 0.247 -0.580 -0.221
N -1.044 1.427 -0.079 0.054
N 0.345 1.859 0.020 -0.003
N 1.105 1.093 0.588 0.100
H 1.465 -1.840 -0.583 0.176
H -2.371 -0.009 -0.653 0.161

***

10
Properties=species:S:1:pos:R:3:lowdin_charge:R:1 method="wB97M-V/def2-TZVPD" largest_force_ev_per_a=5.4 de_lowest_kcal_mol=120.04 lumo_energy_ev=-0.92 multiplicity=1 total_charge=0
C 1.485 0.365 -0.043 -0.085
C -0.038 -0.774 -0.092 -0.475
C 0.030 0.653 -0.270 -0.174
H 1.510 1.010 0.928 0.166
H 2.402 0.500 -0.810 0.188
N -0.920 -1.634 -0.269 0.167
N -2.253 -0.892 0.016 0.029
N -2.312 0.404 0.285 0.006
N -1.111 1.348 -0.093 0.112
O 1.207 -0.980 0.347 0.066

***

10
Properties=species:S:1:pos:R:3:lowdin_charge:R:1 method="wB97M-V/def2-TZVPD" smiles="O=Cc1cnnnn1" largest_force_ev_per_a=10.0 de_lowest_kcal_mol=95.60 lumo_energy_ev=-1.79 multiplicity=1 total_charge=0
O -0.612 -2.500 0.575 -0.018
C -0.294 -1.385 1.070 -0.151
C -0.479 -0.064 0.170 -0.122
C -0.080 -0.126 -1.209 0.019
N 0.709 1.004 -1.559 0.025
N 0.906 2.074 -0.878 0.019
N 0.228 2.144 0.328 -0.048
N -0.169 1.144 0.890 0.031
H -0.016 -1.348 2.345 0.191
H -0.193 -0.944 -1.733 0.055

***

10
Properties=species:S:1:pos:R:3:lowdin_charge:R:1 method="wB97M-V/def2-TZVPD" smiles=N#Cc1n[nH]nc1O largest_force_ev_per_a=8.9 de_lowest_kcal_mol=44.12 lumo_energy_ev=0.26 multiplicity=1 total_charge=0
N 3.202 -0.486 0.101 0.122
C 2.006 -0.721 -0.156 -0.080
C 0.503 -0.524 -0.167 -0.204
N -0.460 -1.546 -0.086 0.103
N -1.529 -0.879 -0.035 -0.176
N -1.511 0.429 -0.019 0.100
C -0.147 0.667 -0.139 -0.468
O 0.581 1.684 -0.034 0.130
H -2.549 -1.094 0.550 0.273
H -0.096 2.471 -0.014 0.200

***

10
Properties=species:S:1:pos:R:3:lowdin_charge:R:1 method="wB97M-V/def2-TZVPD" largest_force_ev_per_a=13.6 de_lowest_kcal_mol=64.56 lumo_energy_ev=0.67 multiplicity=1 total_charge=0
C -1.968 -0.050 -0.190 -0.160
C -0.147 0.691 0.216 -0.328
C 1.929 0.202 -0.083 -0.137
H -3.102 -0.223 -0.035 0.137
H 3.078 0.209 -0.050 0.161
N -1.379 1.112 0.068 0.146
N 1.186 1.218 -0.115 0.165
N -0.048 -0.660 0.138 -0.151
N -1.084 -1.110 -0.054 0.093
O 1.302 -1.120 0.020 0.074

***

10
Properties=species:S:1:pos:R:3:lowdin_charge:R:1 method="wB97M-V/def2-TZVPD" smiles="O=c1cnncnn1" largest_force_ev_per_a=7.8 de_lowest_kcal_mol=86.08 lumo_energy_ev=-1.81 multiplicity=1 total_charge=0
O 2.294 0.118 0.660 0.143
C 1.274 0.040 0.059 -0.387
C 0.315 1.261 -0.318 -0.065
N -0.950 1.415 -0.305 0.047
N -1.793 0.467 0.417 0.045
C -1.509 -0.705 0.371 -0.284
N -0.458 -1.468 -0.256 0.050
N 0.742 -1.148 -0.690 0.136
H 0.771 2.140 -0.920 0.141
H -2.392 -1.520 0.800 0.175

***

9
Properties=species:S:1:pos:R:3:lowdin_charge:R:1 method="wB97M-V/def2-TZVPD" largest_force_ev_per_a=3.3 de_lowest_kcal_mol=141.69 lumo_energy_ev="3.53 / 3.52" multiplicity=1 total_charge=-1
C -0.651 1.205 0.679 0.148
C -0.520 -0.152 -1.543 -0.799
C 0.245 0.287 1.144 -0.693
N 1.047 -0.397 0.144 0.026
O 0.693 0.133 2.296 -0.072
O 0.542 -0.782 -1.127 -0.178
S -1.210 -0.384 -2.992 0.467
H -1.704 1.269 0.859 -0.015
H 1.559 -1.177 0.540 0.116

***

9
Properties=species:S:1:pos:R:3:lowdin_charge:R:1 method="wB97M-V/def2-TZVPD" largest_force_ev_per_a=2.8 de_lowest_kcal_mol=9.60 lumo_energy_ev=3.36 multiplicity=1 total_charge=-1
C -1.940 0.626 0.235 -0.477
C 0.743 2.070 -0.389 -0.510
C -0.618 0.151 0.378 -0.738
N -3.061 0.979 0.049 0.024
O 1.343 1.695 -1.323 0.105
O 0.449 2.798 0.498 0.100
Se -0.100 -1.397 -0.529 0.647
H 0.017 0.433 1.305 0.049
H 0.684 -0.902 -1.700 -0.200

***

11
Properties=species:S:1:pos:R:3:lowdin_charge:R:1 method="wB97M-V/def2-TZVPD" smiles="O=S(=O)([O-])c1nccs1" largest_force_ev_per_a=4.5 de_lowest_kcal_mol=24.83 lumo_energy_ev=3.17 multiplicity=1 total_charge=-1
O -2.573 0.839 1.188 -0.412
S -2.080 -0.181 0.246 0.352
O -1.986 0.258 -1.130 -0.379
O -2.615 -1.514 0.408 -0.369
C -0.226 -0.265 0.594 -0.652
N 0.549 -1.126 0.105 -0.007
C 1.779 -0.542 -0.382 -0.179
C 1.750 0.857 -0.267 -0.413
S 0.296 1.394 0.482 0.983
H 2.613 -1.165 -0.633 0.074
H 2.494 1.445 -0.611 0.002

***

7
Properties=species:S:1:pos:R:3:lowdin_charge:R:1 method="wB97M-V/def2-TZVPD" smiles=N#CC#CP largest_force_ev_per_a=6.1 de_lowest_kcal_mol=5.62 lumo_energy_ev=0.08 multiplicity=1 total_charge=0
N 3.832 3.479 -0.708 0.167
C 3.109 2.583 -0.561 -0.275
C 2.309 1.519 -0.416 -0.120
C 1.524 0.557 -0.275 -0.301
P 0.336 -0.841 -0.125 0.788
H -0.607 -0.249 -0.968 -0.106
H -0.162 -0.457 1.042 -0.154